(1)
158
Properties=species:S:1:pos:R:3 method="wB97M-V/def2-TZVPD" total_energy_ev=-71848.393 e_homo_ev=-7.780 orbital_gap_ev=8.301 smiles=c1cc[nH]c1.c1cc[nH]c1.c1cc[nH]c1.c1cc[nH]c1.c1cc[nH]c1.c1cc[nH]c1.c1cc[nH]c1.CCN(CC)CC.CCN(CC)CC.CCN(CC)CC.CCN(CC)CC
N 15.662 4.527 -4.010
N 15.924 8.029 -3.600
N 20.818 8.024 5.269
N 19.729 5.932 1.975
N 16.515 5.010 3.000
N 18.836 4.837 -5.224
N 23.684 7.913 1.817
N 16.230 1.070 -0.557
N 15.675 11.674 -0.072
N 24.930 1.375 5.166
N 19.684 0.301 3.937
C 16.767 10.017 -4.071
C 16.663 4.818 4.323
C 20.965 5.885 6.629
C 16.693 10.715 0.338
C 17.140 8.065 -3.023
C 18.752 5.179 0.156
C 23.840 1.121 4.175
C 22.319 8.273 5.478
C 24.434 6.713 2.188
C 19.420 4.121 0.690
C 16.296 9.281 0.662
C 24.490 9.132 1.565
C 19.156 -0.035 5.159
C 22.593 9.670 6.116
C 22.603 7.745 0.753
C 14.413 5.393 -2.279
C 20.316 8.723 4.118
C 20.505 6.582 5.337
C 26.630 0.354 3.681
C 15.367 5.704 2.815
C 15.930 13.075 0.338
C 19.099 1.122 5.877
C 25.321 6.955 3.457
C 17.196 1.541 1.336
C 15.595 4.764 -2.637
C 19.026 6.317 0.921
C 18.694 2.655 -4.993
C 18.831 8.797 4.073
C 18.848 3.232 -3.719
C 15.674 9.145 -4.270
C 17.737 9.327 -3.364
C 13.920 12.197 -1.740
C 21.594 8.860 0.662
C 15.844 5.785 4.905
C 24.633 2.456 6.060
C 18.558 3.722 -5.884
C 14.940 6.200 4.010
C 16.568 2.118 0.281
C 19.803 1.633 3.817
C 14.565 5.173 -4.592
C 23.575 2.266 3.218
C 17.131 0.110 1.216
C 16.576 -0.139 -0.003
C 23.429 2.170 6.969
C 17.179 13.527 -0.314
C 26.191 1.596 4.482
C 15.271 11.455 -1.449
C 25.481 9.086 0.367
C 19.942 4.571 1.925
C 13.736 5.637 -3.510
C 19.400 2.199 4.977
C 18.876 4.566 -3.875
H 17.627 7.229 -2.543
H 16.442 4.439 -2.052
H 17.356 13.462 -1.388
H 17.526 4.281 4.689
H 14.878 5.748 1.853
H 23.173 2.944 7.692
H 16.485 -1.092 -0.503
H 14.706 9.298 -4.724
H 18.030 5.170 -0.648
H 25.453 2.437 6.779
H 18.562 7.765 3.848
H 26.136 2.490 3.860
H 15.397 7.173 -3.692
H 23.647 6.015 2.476
H 18.895 -1.078 5.258
H 14.050 6.723 4.325
H 19.070 5.363 -3.173
H 19.418 6.525 5.395
H 20.771 8.208 3.272
H 22.528 2.146 6.356
H 21.488 9.514 1.527
H 20.949 6.137 4.446
H 19.235 3.204 5.336
H 15.960 8.757 -0.232
H 24.726 3.466 5.661
H 15.188 13.780 -0.036
H 17.532 -0.663 1.854
H 22.059 6.879 1.131
H 20.365 4.998 6.829
H 25.047 9.583 -0.501
H 24.360 2.427 2.479
H 23.880 10.034 1.602
H 20.405 4.062 2.758
H 20.698 8.401 0.244
H 15.547 9.155 1.444
H 21.727 9.592 -0.135
H 19.165 2.748 -2.807
H 18.664 1.179 6.864
H 20.728 9.725 4.001
H 17.435 14.554 -0.053
H 26.144 7.626 3.211
H 14.989 10.410 -1.575
H 22.909 8.174 4.567
H 26.055 0.225 2.765
H 19.856 -0.243 3.104
H 14.518 5.117 -5.669
H 13.922 13.287 -1.710
H 17.568 2.112 2.174
H 26.494 -0.455 4.399
H 18.290 3.774 -6.929
H 22.844 7.640 6.194
H 22.917 0.974 4.735
H 22.808 9.682 7.184
H 12.784 6.146 -3.531
H 24.888 6.134 1.384
H 25.698 6.013 3.856
H 23.904 0.174 3.638
H 18.649 1.614 -5.277
H 25.225 9.181 2.368
H 15.880 1.123 -1.503
H 13.656 11.836 -2.734
H 18.585 7.301 0.861
H 16.868 4.479 2.217
H 22.688 2.320 2.587
H 23.665 1.290 7.568
H 18.011 13.030 0.185
H 17.509 10.687 -0.384
H 16.409 4.017 -4.459
H 26.993 1.841 5.178
H 19.931 6.531 2.763
H 18.488 9.349 3.198
H 20.287 1.961 2.908
H 19.331 3.205 0.123
H 24.736 7.534 4.172
H 18.911 5.762 -5.623
H 17.147 11.028 1.279
H 15.952 11.835 -2.210
H 21.858 10.435 5.862
H 20.867 6.557 7.482
H 16.219 3.098 -0.008
H 18.762 9.610 -3.178
H 17.154 8.692 0.984
H 13.087 12.035 -1.056
H 18.329 9.000 5.019
H 15.856 5.969 5.969
H 25.865 8.138 -0.011
H 21.957 5.477 6.437
H 23.554 9.974 5.702
H 15.819 13.291 1.401
H 23.036 7.459 -0.205
H 16.791 11.000 -4.518
H 23.334 3.176 3.767
H 27.712 0.317 3.551
H 13.997 5.491 -1.288
H 26.305 9.769 0.574



(2)
100
Properties=species:S:1:pos:R:3 method="wB97M-V/def2-TZVPD" total_energy_ev=-111956.056 multiplicity=4 e_homo_ev="-6.414 / -6.293" orbital_gap_ev="5.006 / 4.803"
Cr -1.690 0.274 -2.090
F -1.274 2.831 -0.501
F -3.250 2.407 -1.165
F -1.724 3.074 -2.552
O 6.624 -0.762 8.594
N -1.301 1.713 -5.114
N -1.391 0.692 0.784
N -2.898 0.931 -3.497
N -2.258 -2.081 0.302
N -0.645 -1.221 -1.250
N -5.030 0.547 -2.458
N 1.840 -0.599 4.251
N 3.585 -0.071 2.984
N -0.230 0.402 -3.416
N 1.428 -1.042 -2.442
N -3.282 -0.521 -1.212
N 0.756 1.312 -0.755
C 3.153 0.008 -4.779
C -4.262 1.040 -3.398
C 1.780 1.706 -1.474
C 4.088 -0.625 5.310
C 8.003 -0.500 8.488
C 6.327 -0.402 6.196
C 2.648 -3.354 1.158
C -2.443 0.532 1.553
C -3.291 -1.443 -0.204
C -6.536 -2.312 1.529
C -2.377 0.016 2.849
C 5.446 -0.359 5.136
C 2.297 0.578 0.933
C 0.684 -1.462 -1.449
C -5.176 -2.417 1.294
C -7.346 -1.465 0.770
C 0.998 -0.198 -3.350
C 0.272 -3.286 1.627
C 3.683 0.715 -5.844
C -6.047 2.281 -4.801
C 2.916 1.636 -6.561
C 3.203 -0.468 4.178
C -0.253 1.163 -4.560
C 3.632 -0.953 6.590
C 1.587 1.862 -6.250
C 2.449 0.086 2.258
C 1.202 -2.286 -0.383
C 1.333 -0.232 3.037
C -1.143 -0.296 3.361
C -5.460 -0.804 -0.501
C -5.079 3.457 -6.686
C -4.587 -0.173 -1.461
C 3.113 1.489 -1.113
C 0.980 0.767 0.448
C -4.638 -1.638 0.281
C -2.517 1.583 -4.643
C 1.558 -3.652 1.978
C 5.862 -0.713 7.472
C 3.373 0.910 0.102
C -3.811 2.982 -6.403
C -1.943 2.236 -1.503
C -6.179 3.114 -5.899
C -6.823 -0.709 -0.263
C 2.484 -2.682 -0.039
C 0.104 -2.587 0.443
C -0.170 0.446 1.272
C -4.776 1.820 -4.497
C 1.053 1.168 -5.175
C 0.004 -0.056 2.589
C -1.039 -1.940 -0.158
C 4.505 -0.998 7.651
C 1.836 0.265 -4.433
C -3.666 2.167 -5.289
H -6.985 -2.894 2.320
H -0.580 -3.509 2.251
H 1.729 -4.175 2.908
H 1.544 2.229 -2.389
H 4.715 0.562 -6.126
H 8.487 -1.213 7.813
H -4.547 -3.079 1.869
H 3.909 1.779 -1.780
H 7.369 -0.185 6.018
H 1.309 -0.910 5.046
H 3.371 2.176 -7.379
H -7.441 -0.057 -0.861
H -6.888 2.013 -4.181
H 2.590 -1.167 6.773
H 0.986 2.569 -6.800
H -5.225 4.118 -7.529
H -3.279 -0.131 3.422
H 3.638 -3.648 1.474
H 8.198 0.522 8.147
H -8.401 -1.405 0.993
H -1.048 -0.699 4.359
H 3.316 -2.447 -0.683
H 3.729 -0.720 -4.228
H 4.166 -1.246 8.644
H -3.390 0.840 1.133
H 4.378 0.726 0.450
H -2.958 3.244 -7.008
H 5.787 -0.102 4.147
H 8.404 -0.615 9.494
H -7.148 3.521 -6.145



(3)
105
Properties=species:S:1:pos:R:3 method="wB97M-V/def2-TZVPD" total_energy_ev=-200485.005 multiplicity=4 e_homo_ev="-4.128 / -4.519" orbital_gap_ev="5.167 / 4.930" charge=-1
Pr 1.192 0.005 -0.519
As 4.102 0.484 -0.598
S 2.651 -2.925 1.814
S 2.646 -8.237 3.951
S 2.385 -0.209 3.405
S 3.273 -5.854 2.261
F 5.160 -0.004 0.660
F 3.140 -1.053 -0.603
F 4.845 2.072 -0.697
F 5.154 -0.118 -1.852
F 2.919 1.029 -1.859
F 2.844 1.106 0.569
N 1.726 -5.719 4.270
N 0.396 0.633 -2.662
N 0.104 2.052 -0.154
N 2.732 1.926 5.167
N 0.203 -1.969 -1.310
N -0.318 -0.524 1.167
N 1.714 -4.464 3.757
C -0.393 5.116 -3.675
C -0.946 -4.213 1.488
C 0.019 3.943 1.124
C 1.324 -3.109 -5.598
C 4.030 -2.505 -5.547
C -0.274 -1.845 1.601
C 1.919 4.815 -3.104
C 0.121 3.149 -0.978
C 0.988 -1.585 -3.592
C -1.839 -6.487 2.832
C -0.267 -5.424 1.368
C 0.216 1.641 2.242
C 2.174 2.834 3.307
C 1.239 6.732 -4.372
C 2.449 -4.315 2.710
C 0.468 2.966 5.736
C 2.187 -3.697 -6.508
C -2.065 -4.155 2.321
C 1.186 0.620 -4.815
C 2.235 5.991 -3.758
C -0.265 -3.039 -0.589
C 1.915 2.968 5.814
C 1.808 -2.218 -4.649
C -0.085 2.581 4.582
C -0.704 -6.549 2.042
C 3.538 -3.400 -6.484
C 2.117 1.460 3.913
C -1.010 -6.454 7.350
C -1.246 -5.464 6.411
C -0.319 -4.197 -1.453
C 0.164 -7.187 7.286
C 0.203 -3.825 -2.649
C -0.075 6.295 -4.327
C 0.837 -5.975 5.326
C -0.527 -2.996 0.776
C -2.514 -5.286 2.974
C -0.330 -5.216 5.408
C 3.171 -1.918 -4.639
C 1.090 -6.947 6.287
C 0.044 4.340 -0.182
C 0.077 2.510 1.122
C 2.766 3.287 4.627
C 0.519 -0.589 3.363
C 0.502 -2.415 -2.559
C 0.079 0.259 2.199
C 0.916 1.913 -4.494
C 0.601 4.369 -3.058
C 0.314 3.088 -2.363
C 0.193 -1.938 2.900
C 2.483 -6.634 3.621
C 0.870 -0.176 -3.655
C 0.470 1.920 -3.128
C 0.805 2.188 3.506
H 0.266 -3.329 -5.633
H 3.557 -1.228 -3.897
H -0.153 -7.475 1.958
H -2.584 -3.214 2.431
H 0.628 -5.468 0.766
H 3.634 3.923 4.708
H 2.690 4.226 -2.625
H 1.801 -4.396 -7.238
H 2.487 3.190 2.341
H -3.393 -5.228 3.600
H 1.486 7.648 -4.888
H -2.179 -7.369 3.352
H 1.543 0.236 -5.752
H 5.083 -2.269 -5.513
H -0.102 3.240 6.608
H 0.359 -2.829 3.469
H 2.003 -7.517 6.258
H -2.157 -4.883 6.453
H -0.854 6.871 -4.806
H -1.414 4.765 -3.637
H 3.261 6.326 -3.796
H -1.148 2.510 4.418
H 0.184 -0.318 4.364
H 2.355 3.240 6.768
H 0.339 -4.433 -3.522
H -1.731 -6.647 8.132
H 1.022 2.792 -5.102
H -0.043 4.564 1.998
H -0.703 -5.160 -1.180
H -0.514 -4.445 4.682
H 0.011 5.343 -0.563
H 0.366 -7.953 8.023
H 4.210 -3.861 -7.193



(4)
120
Properties=species:S:1:pos:R:3 method="wB97M-V/def2-TZVPD" total_energy_ev=-259081.821 e_homo_ev=-2.105 orbital_gap_ev=5.481 charge=-2
Ge 3.066 -2.824 1.088
Cl -0.088 -4.773 -2.140
Cl -0.430 -1.514 -6.466
Cl -0.043 0.975 -4.543
Cl -0.474 -4.399 -5.224
Cl 1.676 3.660 -7.559
S 2.691 -0.769 1.327
S -2.370 -1.629 0.221
Mg 0.013 -0.365 0.075
F 6.272 -2.629 1.829
F 5.036 -5.249 1.863
F 3.456 -2.971 -1.938
F 5.095 -5.095 6.531
F 2.537 -7.847 -0.928
F 0.561 -3.861 2.139
F -0.781 -6.198 1.962
F 8.400 -2.549 0.223
F 5.941 -6.192 4.198
F 2.272 -2.208 4.199
F 3.253 -3.111 6.508
F 3.826 -5.531 -0.828
F 5.618 -2.823 -3.549
F 0.225 -8.208 0.436
F 8.092 -2.627 -2.466
O 0.573 -2.189 -0.694
O -5.169 3.863 -2.777
O 0.329 0.234 -1.744
N -2.748 3.623 -1.017
N -2.662 2.765 -2.065
N -0.606 -0.163 2.047
N -1.247 -1.152 2.677
N -2.473 -3.040 2.462
N 0.789 1.571 0.622
N -1.936 1.623 -0.355
C -1.963 -1.929 1.853
C 1.584 3.783 0.243
C -0.023 3.539 -7.207
C 5.757 -2.802 -2.219
C 0.863 0.684 6.334
C 0.861 -7.034 0.498
C 4.623 -4.635 5.366
C 5.057 -5.182 4.178
C -0.177 -3.019 -4.210
C -4.164 0.571 -4.444
C -2.749 3.360 -6.661
C 2.035 -6.844 -0.196
C 0.240 -0.785 -2.545
C 7.171 -2.665 -0.304
C 4.567 -4.680 2.989
C -6.450 1.533 -4.374
C -0.719 4.671 -6.809
C -4.508 3.052 -3.756
C 2.209 -4.584 0.636
C 3.215 -3.150 4.135
C 0.536 1.874 1.907
C 0.350 -6.010 1.271
C -2.155 1.593 -1.646
C -4.243 3.286 -6.442
C -5.063 1.579 -3.709
C 4.776 -2.877 0.002
C -2.023 2.242 -7.052
C 0.829 3.137 2.423
C -0.174 -1.753 -4.761
C -0.204 0.943 4.188
C 3.658 -3.640 2.916
C -0.124 0.829 2.709
C -5.227 1.081 -2.250
C 3.692 -3.620 5.348
C -2.299 2.889 -0.018
C -4.777 3.791 -5.092
C -1.360 1.381 4.826
C 1.315 2.490 -0.181
C 1.038 -4.820 1.332
C 6.053 -2.730 0.507
C -0.290 1.133 6.968
C 7.020 -2.702 -1.672
C 0.320 -2.111 -1.969
C -3.012 3.164 -3.413
C -2.075 4.575 -6.544
C 0.906 0.592 4.950
C 0.019 -0.651 -3.913
C 0.048 -3.185 -2.824
C 1.336 4.104 1.572
C 4.666 -2.876 -1.378
C 2.688 -5.626 -0.129
C -1.401 1.481 6.210
C -0.662 2.320 -7.325
H 0.638 3.346 3.468
H -4.419 4.810 -4.927
H -0.327 1.200 8.050
H -7.171 2.197 -3.882
H -6.119 3.776 -2.911
H -2.418 2.573 -4.105
H -4.584 2.267 -6.629
H -1.971 0.744 -2.290
H 1.731 0.401 6.919
H 1.796 0.230 4.444
H -4.130 0.746 -5.522
H -6.410 1.792 -5.435
H -2.238 3.274 0.991
H 1.519 2.163 -1.196
H 1.539 5.103 1.938
H -2.784 -3.761 1.837
H -6.059 0.373 -2.196
H -4.560 -0.434 -4.285
H -4.713 3.913 -7.208
H -2.615 5.467 -6.240
H -4.340 0.559 -1.896
H -6.842 0.517 -4.298
H -0.201 5.616 -6.710
H -2.304 1.832 6.699
H -0.107 1.433 -7.602
H -2.231 1.637 4.231
H -3.138 0.574 -4.072
H 1.980 4.514 -0.450
H -2.512 1.277 -7.136
H -1.985 -3.342 3.293
H -5.428 1.896 -1.557
H -5.864 3.865 -5.184
H -2.724 4.209 -3.515